Record 1
A molecular structure, C11H30ClILuO2P3 in a non-equilibrium geometry. Source: the Open Molecules 2025 dataset; level of theory: ωB97M-V/def2-TZVPD.

The energy above the lowest of the compared OMol25 structures with the same formula, charge and spin is 0.0 kcal per mole. Its maximum force is 6.36 eV Å⁻¹. As for the frontier orbital gap (alpha / beta): 4.85 / 4.85 eV.

```
! RIJCOSX wB97M-V def2-TZVPD def2/J DEFGRID3
* xyz 2 1
C -1.5045 3.3295 -1.6023
C -1.0076 2.1179 -1.0155
H -2.6051 3.4468 -1.6929
H -1.0541 3.3873 -2.6132
H -1.1062 4.1547 -0.9795
O -1.4619 1.0742 -0.5500
I 3.1615 -0.7912 0.4836
Lu 0.4996 0.2130 -0.0877
P 0.3847 2.0214 2.0781
C -0.3447 1.1954 3.5368
C 2.0457 2.4697 2.7232
H 1.9210 3.1590 3.5648
H -0.4007 4.0480 3.1295
H 2.6078 2.9440 1.9137
H -0.0066 4.3205 1.4065
H 0.2686 0.3379 3.8321
H 2.5842 1.5692 3.0341
C -0.4646 3.6288 2.1190
H -0.4252 1.8995 4.3710
H -1.5178 3.5076 1.8491
H -1.3406 0.8335 3.2623
P 0.5391 -0.2945 -2.8602
C -0.1397 -1.9582 -3.1943
C -0.2662 0.6880 -4.1614
H 2.7742 0.4714 -3.3482
H 2.1754 -0.6746 -4.6025
H 2.7704 -1.2698 -3.0084
C 2.2410 -0.4662 -3.5295
H 0.1718 1.6891 -4.2108
H -0.1388 0.1837 -5.1261
H -0.1588 -2.1497 -4.2719
H -1.1580 -1.9980 -2.7942
H -1.3350 0.7920 -3.9510
H 0.4626 -2.7220 -2.6915
Cl 1.5630 2.3457 -1.0549
C -2.4289 -3.1050 1.3627
P -0.6684 -2.7509 1.2654
C 0.1081 -2.6449 2.8759
C 0.2116 -3.8983 0.2080
O -0.6230 -1.3547 0.6104
H -2.6081 -4.0929 1.8196
H -2.8191 -3.0568 0.3252
H -2.8814 -2.2882 1.9620
H 0.1596 -3.6525 3.3094
H 1.1261 -2.2323 2.7952
H -0.4866 -1.9998 3.5372
H 1.2313 -3.5362 0.0012
H 0.2684 -4.8714 0.7139
H -0.3241 -4.0198 -0.7438
*
```



Record 2
A molecular structure, C11H30ClIO4P3V in a non-equilibrium geometry. Source: the Open Molecules 2025 dataset; level of theory: ωB97M-V/def2-TZVPD.

The energy above the lowest of the compared OMol25 structures with the same formula, charge and spin is 0.0 kcal per mole. Its maximum force is 6.65 eV Å⁻¹. As for the frontier orbital gap (alpha / beta): 6.15 / 6.89 eV.

```
! RIJCOSX wB97M-V def2-TZVPD def2/J DEFGRID3
* xyz 3 2
C -0.0099 0.8875 -5.3048
C -0.0382 1.4804 -4.0198
H -0.0014 1.7073 -6.0647
H -0.8995 0.2563 -5.4445
H 0.8916 0.2649 -5.4055
O -0.0281 1.8019 -2.8988
I 0.1012 -2.3985 -2.4800
V -0.0335 -0.9559 -0.4077
P 2.2801 -0.2407 -0.6017
C 2.9917 1.0102 0.5069
C 3.2210 -1.7363 -0.1785
H 4.2796 -1.5361 -0.3958
H 3.9909 0.4160 -2.1082
H 2.8540 -2.5696 -0.7894
H 2.7753 -0.6023 -2.9602
H 2.9305 0.7049 1.5633
H 3.0805 -1.9543 0.8885
C 2.9179 0.2081 -2.2339
H 4.0401 1.1421 0.2024
H 2.4022 1.1110 -2.5898
H 2.4326 1.9471 0.3816
P -2.2857 -0.1534 -0.7470
C -2.9868 1.2540 0.1653
C -2.8811 0.0938 -2.4278
H -2.9841 -2.4692 -0.5646
H -4.3482 -1.3156 -0.3079
H -3.1394 -1.6199 1.0002
C -3.2924 -1.5309 -0.0857
H -2.6539 -0.7843 -3.0481
H -3.9720 0.2404 -2.3784
H -4.0770 1.2465 0.0213
H -2.5748 2.1917 -0.2271
H -2.4129 0.9808 -2.8826
H -2.7587 1.1709 1.2386
Cl -0.3898 -3.0747 0.5990
C 1.1507 -1.7765 3.1127
O 1.0459 -0.3827 2.7765
P -0.0258 0.1444 1.6714
O -1.4269 0.1316 2.5345
C -1.6346 -0.7116 3.6874
O 0.4316 1.6984 1.8612
C -0.3891 2.8622 1.9306
H 0.6264 -2.4512 2.4088
H 0.7396 -1.9320 4.1139
H 2.2154 -2.0203 3.0292
H -1.5809 -1.7776 3.4088
H -0.9223 -0.5042 4.5033
H -2.6515 -0.4713 4.0278
H -0.9443 3.0306 0.9987
H -1.0780 2.8098 2.7832
H 0.3136 3.6842 2.0948
*
```



Record 3
A molecular structure, C11H30F3O8PS4Si2 in a non-equilibrium geometry. Source: the Open Molecules 2025 dataset; level of theory: ωB97M-V/def2-TZVPD.

Its maximum force is 3.91 eV Å⁻¹. As for the frontier orbital gap: 8.52 eV.

```
! RIJCOSX wB97M-V def2-TZVPD def2/J DEFGRID3
* xyz 0 1
C 3.4089 2.3983 -3.6478
C 2.7199 3.2877 -4.1411
Si 1.3592 4.2546 -5.0700
O -0.1394 3.9849 -4.2631
Si -1.2628 3.1399 -5.2141
C -0.9672 1.2461 -5.3191
F 0.2473 0.8894 -5.9361
F -0.9908 0.6218 -4.0634
F -1.9890 0.6588 -6.1035
P -3.2431 3.4138 -4.1915
O -3.0315 4.4000 -3.0673
O -4.4173 4.0012 -5.2306
O -3.7672 1.9598 -3.4918
H 3.9095 1.4335 -3.3649
H 1.6597 5.6932 -4.9125
H 1.3461 3.9108 -6.4908
H -1.3704 3.6392 -6.5822
H -5.2864 3.7044 -4.8738
H -3.8711 2.1812 -2.5392
C -0.6430 -2.0772 0.0156
S -1.5908 -0.7956 -0.8200
O -2.5163 -0.1933 0.1874
C -2.5629 -1.9197 -1.8427
H 0.0171 -1.6012 0.7417
H -1.3163 -2.7622 0.5324
H -0.0425 -2.6215 -0.7142
H -3.1166 -2.6141 -1.2082
H -1.8987 -2.4689 -2.5119
H -3.2642 -1.3294 -2.4337
C -3.8551 -6.0219 -1.0175
S -2.1410 -6.4422 -0.6443
O -1.5089 -5.2380 -0.0344
C -1.5930 -6.5285 -2.3607
H -4.3874 -5.8804 -0.0769
H -3.8943 -5.0992 -1.5988
H -4.3173 -6.8380 -1.5752
H -1.7741 -5.5739 -2.8577
H -2.1293 -7.3279 -2.8745
H -0.5250 -6.7456 -2.3706
C 0.6324 0.2480 3.3265
S 2.2698 0.1150 2.5812
O 2.2166 -0.9925 1.5788
C 3.0918 -0.5256 4.0509
H -0.0656 0.6004 2.5660
H 0.3087 -0.7285 3.6909
H 0.6641 0.9651 4.1482
H 2.6139 -1.4539 4.3699
H 3.0428 0.2167 4.8487
H 4.1353 -0.7216 3.8052
C 2.7251 3.2303 7.5297
S 4.3620 3.0974 6.7843
O 4.3084 1.9929 5.7836
C 5.1846 2.4538 8.2545
H 2.0283 3.5837 6.7696
H 2.4009 2.2537 7.8931
H 2.7563 3.9465 8.3522
H 4.7065 1.5258 8.5725
H 5.1355 3.1953 9.0534
H 6.2278 2.2577 8.0074
*
```



Record 4
A molecular structure, C11H30LiNO8 in a non-equilibrium geometry. Source: the Open Molecules 2025 dataset; level of theory: ωB97M-V/def2-TZVPD.

Its maximum force is 4.92 eV Å⁻¹. As for the frontier orbital gap: 7.70 eV.

```
! RIJCOSX wB97M-V def2-TZVPD def2/J DEFGRID3
* xyz 0 1
Li -13.4503 31.7978 -13.1132
N -12.9534 28.8085 -11.7158
O -13.0029 29.8193 -12.3827
O -13.1804 28.8706 -10.5179
O -12.7272 27.7417 -12.3108
C -17.8807 27.6304 -11.8401
C -16.3432 27.6253 -11.6079
C -16.0202 26.7394 -10.4223
O -15.6967 26.9828 -12.7191
H -18.5460 28.1921 -11.1845
H -18.3152 26.6308 -11.8270
H -18.0690 28.2367 -12.7261
H -15.8429 28.5827 -11.4622
H -16.6783 27.0649 -9.6167
H -14.9978 26.5579 -10.0908
H -16.3115 25.6998 -10.5725
H -14.7616 26.7883 -12.6226
C -11.9882 24.5133 -10.5108
C -11.7265 24.8754 -9.0666
C -10.4281 24.0807 -8.6059
O -11.4446 26.2725 -9.0853
H -11.2885 24.9561 -11.2196
H -13.0405 24.6493 -10.7603
H -11.7569 23.4628 -10.6871
H -12.6275 24.7645 -8.4633
H -9.7424 24.0188 -9.4509
H -10.7244 23.1392 -8.1434
H -9.9329 24.6922 -7.8516
H -12.0889 26.7187 -9.6397
C -14.7309 27.0381 -16.2688
C -13.3873 27.3634 -15.6684
C -12.8239 26.0848 -15.0839
O -12.5149 28.2150 -16.4064
H -14.6884 26.3485 -17.1119
H -14.9961 27.9836 -16.7419
H -15.5133 26.9093 -15.5209
H -13.6539 27.9432 -14.7848
H -12.3027 25.6023 -15.9108
H -13.5709 25.3720 -14.7347
H -12.0489 26.0889 -14.3175
H -13.0386 28.3206 -17.2040
C -16.2839 30.7585 -15.4001
C -16.0629 30.3667 -13.9555
O -15.4564 31.4911 -13.1842
O -17.4750 31.4806 -15.7144
H -16.0692 29.9453 -16.0934
H -15.5658 31.5222 -15.6986
H -15.3747 29.5214 -13.9459
H -16.9915 30.0288 -13.4955
H -16.0899 32.1994 -13.0474
H -18.2485 30.9737 -15.9721
*
```



Record 5
A molecular structure, C11H33AgN7O7 in a non-equilibrium geometry. Source: the Open Molecules 2025 dataset; level of theory: ωB97M-V/def2-TZVPD.

The energy above the lowest of the compared OMol25 structures with the same formula, charge and spin is 17.7 kcal per mole. Its maximum force is 2.48 eV Å⁻¹. As for the frontier orbital gap: 4.22 eV.

```
! RIJCOSX wB97M-V def2-TZVPD def2/J DEFGRID3
* xyz -1 1
Ag -1.1473 -0.0127 0.6867
O -0.6911 4.5893 -0.4744
C -0.0096 3.4983 -1.0038
C -0.6711 2.3096 -1.7225
O -1.7107 1.5803 -1.1043
H 0.6329 3.1390 -0.1744
H 0.7218 3.8218 -1.7795
H 0.1198 1.5573 -1.9310
H -0.9703 2.6501 -2.7295
C 2.5804 -2.0211 -2.0226
C 2.6990 -0.7562 -1.1430
C 3.1583 0.4655 -1.9620
O 4.5786 0.5479 -1.9519
C 5.1551 1.2046 -0.8549
N 1.3461 -0.5457 -0.5467
H 2.7099 -2.9181 -1.4115
H 3.3909 -2.0099 -2.7592
H 1.6678 -2.2159 -2.5892
H 3.3869 -1.0270 -0.3378
H 2.7441 1.3810 -1.5231
H 2.9219 0.4558 -3.0253
H 4.7644 2.2088 -0.6626
H 6.2314 1.2981 -0.9900
H 4.9794 0.6112 0.0513
H 0.7716 -1.2566 -0.9686
H 0.9551 0.3154 -0.9370
C -2.1269 -3.9482 3.3651
C -1.9645 -2.7753 2.3963
O -0.7047 -2.1075 2.6283
H -2.0487 -3.5808 4.3919
H -1.3333 -4.6935 3.3132
H -3.1080 -4.3852 3.1707
H -2.7612 -2.0407 2.5057
H -1.9613 -3.1960 1.3928
H -0.8307 -1.5051 3.3691
C -4.2788 0.8712 1.0821
O -3.3307 0.2476 1.5795
N -5.4904 0.9784 1.6945
N -4.1792 1.5068 -0.0766
H -6.1977 1.6391 1.4503
H -5.5187 0.4750 2.5664
H -3.2961 1.4462 -0.6012
H -4.8550 2.1039 -0.5111
C -1.4587 -1.8203 -2.0494
O -1.1488 -1.9030 -0.8589
N -1.8697 -2.9230 -2.7770
N -1.5455 -0.6525 -2.6842
H -2.7027 -2.7897 -3.3240
H -1.8448 -3.7654 -2.2242
H -1.4181 -0.6130 -3.6812
H -1.6351 0.2670 -2.2221
C 1.6251 1.7834 2.4482
O 0.3985 1.6988 2.3855
N 2.4314 1.0751 1.6557
N 2.2820 2.6137 3.3092
H 2.1561 0.4769 0.8913
H 3.4218 1.0106 1.8190
H 3.2573 2.5012 3.5017
H 1.7213 3.1335 3.9603
*
```



Record 6
4 unconnected molecules or ions with the total composition C11H33BN6O5P in a non-equilibrium geometry. Source: the Open Molecules 2025 dataset; level of theory: ωB97M-V/def2-TZVPD.

Its maximum force is 1.80 eV Å⁻¹. As for the frontier orbital gap: 4.27 eV.

```
! RIJCOSX wB97M-V def2-TZVPD def2/J DEFGRID3
* xyz -1 1
C 2.2770 -2.1321 1.9639
C 2.6534 -0.6783 1.4933
O 2.0479 0.2072 2.4204
C 1.7080 1.4638 1.8298
C 0.3893 1.9615 2.5264
O -0.7117 1.6068 1.7233
C -1.7428 2.6250 1.6620
B -3.2163 2.1335 2.2328
P -3.7491 0.4176 1.5291
C -4.2197 0.5663 -0.2966
C -5.3919 -0.0509 2.3584
C -5.4472 -1.5989 2.6470
H 1.3687 -2.5081 1.4631
H 3.1334 -2.8285 1.9337
H 2.0039 -2.0280 3.0374
H 3.7628 -0.6164 1.5256
H 2.2927 -0.5506 0.4490
H 1.5738 1.4027 0.7342
H 2.5205 2.1842 2.0955
H 0.4925 3.0475 2.7185
H 0.2905 1.4129 3.4885
H -1.4972 3.5650 2.2030
H -1.8957 2.8991 0.5881
H -3.1988 2.1489 3.4427
H -4.0014 3.0052 1.9071
H -4.9108 -0.2790 -0.5245
H -4.7898 1.5100 -0.4402
H -3.3631 0.5120 -0.9891
H -5.5886 0.5486 3.2650
H -6.1997 0.1625 1.6177
H -6.1773 -1.7789 3.4616
H -4.4385 -1.9210 2.9633
H -5.7092 -2.1200 1.7097
C 1.7276 -2.2726 -2.3106
O 1.7822 -1.2593 -1.6324
N 2.6935 -2.6057 -3.2131
N 0.6909 -3.1544 -2.2149
H 2.6676 -3.4328 -3.7764
H 3.4741 -1.9796 -3.3075
H -0.0371 -2.9361 -1.5580
H 0.6201 -3.9923 -2.7580
C -2.5944 4.1613 -2.2581
O -3.3270 3.9677 -1.3079
N -1.2604 3.8804 -2.2159
N -3.0450 4.6740 -3.4454
H -0.6341 4.0281 -2.9827
H -0.9006 3.5001 -1.3559
H -4.0216 4.8895 -3.5077
H -2.4586 4.8400 -4.2398
C 6.5042 -3.1280 -2.4629
O 5.8172 -2.6602 -3.3585
N 6.0379 -4.0792 -1.6075
N 7.7909 -2.7336 -2.2467
H 6.5803 -4.4758 -0.8650
H 5.0918 -4.3872 -1.7375
H 8.1635 -2.0326 -2.8588
H 8.3717 -3.1014 -1.5185
*
```



Record 7
3 unconnected molecules or ions with the total composition C11H33NO11P4 in a non-equilibrium geometry. Source: the Open Molecules 2025 dataset; level of theory: ωB97M-V/def2-TZVPD.

The energy above the lowest of the compared OMol25 structures with the same formula, charge and spin is 111.1 kcal per mole. Its maximum force is 8.14 eV Å⁻¹. As for the frontier orbital gap: 5.41 eV. Its SMILES is CCOCCOC[PH]#P(N)O.COP(=O)(OC)OC.COP(=O)(OC)OC.

```
! RIJCOSX wB97M-V def2-TZVPD def2/J DEFGRID3
* xyz 0 1
C 5.4876 -1.9155 -4.5781
C 4.0362 -1.7299 -4.1396
O 3.7987 -0.6115 -3.3073
C 4.0073 0.6118 -3.9531
C 2.9102 1.0011 -4.9826
O 1.7975 0.1195 -4.9695
C 1.3150 -0.0145 -6.2994
P -0.2515 -1.0321 -6.3625
P -1.0395 -0.9581 -4.3145
N -2.7668 -1.1371 -4.4602
O -0.4950 -2.3443 -3.5573
H 5.5352 -2.8765 -5.0988
H 5.8179 -1.1808 -5.3113
H 6.1814 -1.9885 -3.7430
H 3.3823 -1.7609 -5.0167
H 3.7749 -2.6039 -3.5408
H 4.9793 0.6921 -4.4482
H 4.0118 1.3807 -3.1798
H 3.3828 1.0369 -5.9713
H 2.5211 2.0124 -4.8179
H 1.0944 0.9992 -6.6565
H 2.0555 -0.4771 -6.9562
H -1.1027 -0.3300 -7.2518
H -3.0837 -1.1688 -3.4914
H -3.0626 -0.2145 -4.7752
H 0.4085 -2.0982 -3.3078
C -1.6578 2.4002 1.7230
O -2.9632 2.4118 1.1229
P -3.3608 1.0782 0.1896
O -2.5112 1.3933 -1.0083
O -4.8784 1.6252 0.0328
C -5.1765 3.0147 -0.0015
O -3.9214 -0.4274 -0.3131
C -3.5629 -1.5627 0.5004
H -1.5858 3.2446 2.4052
H -1.4959 1.4806 2.2842
H -0.8902 2.5054 0.9552
H -4.4557 3.5697 -0.6020
H -5.2119 3.4193 1.0090
H -6.1629 3.1292 -0.4490
H -3.9760 -1.4657 1.5063
H -2.4765 -1.6665 0.5571
H -3.9779 -2.4540 0.0365
C 0.2651 -2.5797 7.2984
O 0.9337 -1.4024 6.8233
P -0.0418 -0.1137 6.3909
O -0.6067 -0.6760 5.1193
O 1.2105 0.8688 6.1407
C 2.4465 0.3849 5.6266
O -1.0596 1.2065 6.5627
C -1.8922 1.2428 7.7378
H 1.0209 -3.2696 7.6671
H -0.4221 -2.3439 8.1105
H -0.2800 -3.0557 6.4827
H 2.2971 -0.3400 4.8266
H 3.0409 -0.0560 6.4255
H 2.9929 1.2369 5.2258
H -1.2843 1.2787 8.6443
H -2.5497 0.3700 7.7695
H -2.5018 2.1411 7.6907
*
```



Record 8
A molecular structure, C11H33O6V in a non-equilibrium geometry. Source: the Open Molecules 2025 dataset; level of theory: ωB97M-V/def2-TZVPD.

The energy above the lowest of the compared OMol25 structures with the same formula, charge and spin is 0.0 kcal per mole. Its maximum force is 4.18 eV Å⁻¹. As for the frontier orbital gap (alpha / beta): 7.03 / 7.02 eV.

```
! RIJCOSX wB97M-V def2-TZVPD def2/J DEFGRID3
* xyz 1 4
V 20.9041 -27.4030 18.9371
C 18.1627 -28.1130 17.2638
O 18.8931 -27.8997 18.4587
H 17.1151 -28.0920 17.5740
H 18.4218 -27.4292 16.4555
H 18.2860 -29.1407 16.8927
C 17.3455 -24.7797 14.6540
C 17.7275 -23.4528 13.9534
O 16.5277 -22.7482 13.6485
H 16.3334 -25.1038 14.4239
H 17.3777 -24.7736 15.7501
H 18.0430 -25.5837 14.3950
H 18.1774 -23.6792 12.9877
H 18.4395 -22.8419 14.5133
H 16.0846 -22.5313 14.4748
C 19.9482 -30.7711 20.1685
C 19.9799 -29.6995 21.2465
O 20.8833 -28.6350 20.8265
H 20.9035 -31.0734 19.7492
H 19.3550 -30.2956 19.3759
H 19.3578 -31.6305 20.4837
H 20.4022 -30.1009 22.1713
H 18.9925 -29.2953 21.4562
H 21.5478 -28.5310 21.5143
C 18.9616 -31.6398 15.0803
C 17.8741 -31.1772 14.1113
O 18.0143 -31.8185 12.8691
H 19.9537 -31.5203 14.6449
H 18.8987 -32.7066 15.3131
H 18.9129 -31.0839 16.0210
H 17.9485 -30.0924 14.0031
H 16.8574 -31.3925 14.4699
H 18.2091 -32.7529 12.9546
C 21.8633 -31.0894 16.5989
C 21.7741 -29.5897 16.2516
O 21.9425 -28.7940 17.4266
H 22.7428 -31.3138 17.2111
H 21.9211 -31.7244 15.7181
H 21.0065 -31.4216 17.1858
H 20.7414 -29.5348 15.9179
H 22.5355 -29.4112 15.4986
H 22.8633 -28.6164 17.6510
C 14.4301 -26.1379 18.6345
C 15.2686 -26.9982 19.5818
O 16.5202 -26.3645 19.8646
H 13.3754 -26.3939 18.7191
H 14.8042 -26.2690 17.6199
H 14.5497 -25.0940 18.9235
H 15.4537 -27.9770 19.1333
H 14.7544 -27.1645 20.5288
H 17.2271 -26.8801 19.4559
*
```